[1]
{
  "formula": "C36H26F6N5O4S5Ti",
  "method": "ωB97M-V/def2-TZVPD",
  "species": ["Ti", "O", "C", "C", "C", "C", "C", "C", "C", "N", "C", "C", "N", "H", "H", "H", "H", "H", "H", "H", "O", "S", "O", "N", "C", "C", "C", "C", "C", "C", "C", "C", "N", "C", "C", "C", "C", "C", "C", "C", "H", "H", "H", "H", "H", "H", "H", "H", "H", "H", "H", "S", "C", "S", "S", "S", "C", "N", "C", "C", "C", "C", "C", "C", "H", "H", "H", "H", "H", "C", "C", "O", "C", "F", "F", "F", "C", "F", "F", "F", "H", "H", "H"],
  "positions_angstrom": [[-0.40756, 0.43467, -0.13296], [-0.11824, -1.07254, -1.14804], [-0.59724, -2.15104, -1.71367], [-0.45171, -2.33386, -3.09762], [-0.88661, -3.48073, -3.72841], [-1.49206, -4.49901, -2.99939], [-1.67250, -4.32329, -1.63960], [-1.24711, -3.17126, -0.98035], [-1.47228, -3.01130, 0.45497], [-1.13206, -1.98029, 1.19204], [-1.58109, -2.23663, 2.46279], [-2.19630, -3.44947, 2.50519], [-2.12591, -3.93962, 1.21967], [0.02256, -1.54424, -3.66385], [-0.75934, -3.58138, -4.79990], [-1.81194, -5.41486, -3.48031], [-2.16581, -5.11188, -1.08090], [-1.45005, -1.52300, 3.26144], [-2.67968, -3.99116, 3.29919], [-2.50336, -4.81192, 0.90243], [2.74267, -0.49808, 0.50153], [2.32270, 0.35419, 1.58199], [3.01850, 1.59816, 1.77216], [0.71856, 0.47759, 1.55627], [0.05600, 1.06461, 2.65938], [0.64582, 1.55799, 3.82206], [-0.15288, 2.04864, 4.85199], [-1.52941, 2.05503, 4.75100], [-2.15628, 1.59644, 3.57866], [-3.56852, 1.57451, 3.37957], [-4.06492, 1.05810, 2.17850], [-3.21055, 0.63555, 1.18717], [-1.85607, 0.69232, 1.31582], [-1.34670, 1.11486, 2.52514], [2.67940, -0.62779, 3.04296], [3.89806, -0.45298, 3.67950], [4.20702, -1.22909, 4.78828], [3.29863, -2.17172, 5.25323], [2.08967, -2.35536, 4.59427], [1.77854, -1.58345, 3.48485], [1.72088, 1.59215, 3.91122], [0.32373, 2.43725, 5.74530], [-2.14637, 2.42986, 5.56100], [-4.22954, 1.96028, 4.14628], [-5.13297, 0.99172, 2.00588], [-3.58101, 0.23697, 0.25418], [4.58157, 0.29448, 3.29777], [5.15753, -1.09666, 5.29134], [3.53553, -2.76291, 6.13023], [1.38530, -3.09999, 4.94650], [0.84652, -1.71026, 2.95030], [1.82669, 4.53948, -1.17384], [0.96923, 3.17646, -0.73165], [1.41058, 1.59071, -1.28365], [-0.43198, 3.15744, 0.24705], [3.96174, -4.28103, 0.70428], [2.27131, -3.81160, 0.67328], [1.89673, -3.09465, -0.31086], [2.96337, -2.81739, -1.15196], [2.92594, -1.97628, -2.26223], [4.06105, -1.83849, -3.03234], [5.24930, -2.49781, -2.69475], [5.32712, -3.27433, -1.55498], [4.17620, -3.41992, -0.78540], [1.61629, -4.13461, 1.47266], [2.03016, -1.40548, -2.46034], [4.03571, -1.19520, -3.90240], [6.12820, -2.37252, -3.31556], [6.25867, -3.73794, -1.25543], [-3.33070, 2.57196, -1.94467], [-2.49454, 1.35332, -2.34528], [-1.72314, 0.92902, -1.32124], [-3.44512, 0.16584, -2.78756], [-3.50039, -0.78423, -1.84729], [-3.08510, -0.44940, -3.92853], [-4.72257, 0.58045, -2.97956], [-1.62906, 1.75802, -3.56824], [-2.41781, 1.95234, -4.66752], [-0.72500, 0.83420, -3.89984], [-0.99732, 2.90676, -3.35797], [-4.03656, 2.27934, -1.16901], [-3.86029, 2.99801, -2.79651], [-2.63944, 3.29964, -1.52254]],
  "forces_ev_per_a": [[-0.5651, 1.8860, -0.3496], [0.3753, -1.1391, -0.4874], [0.0045, -0.0957, 0.0039], [0.0652, 0.0283, -0.0862], [-0.0277, -0.0249, 0.0237], [0.0001, -0.0224, 0.0030], [-0.0065, 0.0417, -0.0105], [0.0229, 0.0717, 0.0422], [-0.0179, -0.0322, 0.0298], [0.0435, -0.1660, -0.0257], [-0.0610, -0.0306, 0.0166], [0.0098, -0.0071, -0.0193], [0.0190, -0.0343, 0.0192], [-0.0236, 0.0594, 0.0357], [0.0336, -0.0054, 0.0014], [-0.0485, 0.0254, -0.0116], [0.0264, -0.0187, -0.0041], [-0.0235, 0.0347, -0.0246], [0.0029, 0.0060, 0.0062], [-0.0082, 0.0185, -0.0233], [-0.0553, -0.0422, -0.0786], [0.2131, -0.2887, 0.0994], [-0.0724, 0.0209, 0.1570], [0.5379, 0.1224, 0.9595], [-0.0358, 0.0152, 0.2333], [0.0259, -0.0248, -0.1428], [-0.0144, -0.0002, 0.0594], [-0.0106, 0.0041, -0.0255], [-0.1118, -0.1244, -0.0757], [-0.0516, 0.0169, 0.0112], [0.0611, 0.0097, 0.0455], [-0.0147, -0.0436, -0.0595], [0.1286, 0.1609, 0.4836], [0.2102, 0.0108, 0.1578], [-0.1122, 0.0416, 0.0099], [-0.0294, 0.0139, -0.0041], [-0.0100, -0.0233, -0.0254], [0.0451, -0.0100, 0.0076], [0.0070, -0.0197, -0.0254], [0.0520, -0.0644, -0.0750], [-0.0100, 0.0662, 0.0412], [0.0074, -0.0123, -0.0006], [0.0128, 0.0223, -0.0004], [0.0076, -0.0322, 0.0177], [-0.0013, 0.0000, -0.0192], [0.0061, 0.0268, 0.0255], [-0.0044, 0.0330, 0.0569], [-0.0043, 0.0085, 0.0114], [-0.0004, -0.0186, -0.0129], [-0.0193, 0.0218, 0.0097], [-0.0035, 0.0077, 0.0233], [0.0153, -0.0318, -0.0275], [-0.0985, 0.2618, -0.1596], [0.0102, -0.0180, -0.1522], [0.2842, -0.3962, -0.0010], [-0.0962, 0.0352, -0.0099], [0.1584, -0.0998, 0.0490], [-0.0673, -0.0109, 0.0107], [0.2410, -0.0985, 0.0756], [-0.0777, 0.0540, -0.0029], [-0.0195, -0.0247, -0.0225], [0.0096, -0.0080, 0.0491], [0.0231, 0.0446, -0.0010], [-0.0599, -0.0532, 0.0167], [-0.0305, 0.0235, -0.0186], [-0.0366, -0.0490, -0.0346], [0.0170, 0.0461, 0.0341], [0.0016, 0.0206, 0.0075], [-0.0014, -0.0181, -0.0296], [0.0501, 0.0172, 0.0294], [-0.1185, -0.1244, 0.1205], [-0.7047, -0.1403, -1.0219], [-0.0582, 0.0194, 0.0363], [-0.0541, 0.0341, -0.0077], [0.0530, -0.0404, 0.0407], [0.0354, 0.0117, -0.0777], [-0.0811, 0.0005, -0.0171], [-0.0061, 0.0459, 0.0298], [0.0178, 0.0054, 0.0020], [0.0937, -0.0117, 0.0576], [-0.0098, 0.0151, -0.0131], [-0.0565, -0.0015, 0.0284], [-0.0083, -0.0020, 0.0052]],
  "lowdin_spin": [0.09, 0.00, 0.00, 0.00, 0.00, 0.00, 0.00, 0.00, 0.00, 0.01, 0.00, 0.00, 0.00, 0.00, 0.00, 0.00, 0.00, 0.00, 0.00, 0.00, 0.00, 0.00, 0.00, 0.00, 0.03, 0.05, 0.03, 0.05, 0.02, 0.25, 0.05, 0.16, 0.16, 0.04, 0.00, 0.00, 0.00, 0.00, 0.00, 0.00, 0.00, 0.00, 0.00, 0.02, 0.00, 0.01, 0.00, 0.00, 0.00, 0.00, 0.00, 0.00, 0.00, 0.00, 0.00, 0.00, 0.00, 0.00, 0.00, 0.00, 0.00, 0.00, 0.00, 0.00, 0.00, 0.00, 0.00, 0.00, 0.00, 0.00, 0.00, 0.00, 0.00, 0.00, 0.00, 0.00, 0.00, 0.00, 0.00, 0.00, 0.00, 0.00, 0.00],
  "multiplicity": 2,
  "lumo_ev": [3.79, 3.79],
  "molar_mass_g_mol": 914.83,
  "s_squared": 0.77,
  "e_above_lowest_kcal_mol": 40.1,
  "charge": -2
}

=====

[2]
{
  "formula": "C3H6N2O2",
  "method": "ωB97M-V/def2-TZVPD",
  "species": ["N", "C", "C", "O", "N", "C", "O", "H", "H", "H", "H", "H", "H"],
  "positions_angstrom": [[0.98363, -0.66230, 1.81433], [0.18758, -0.78962, 0.58909], [0.73037, 0.21327, -0.42965], [1.87871, 0.56353, -0.38212], [-0.18349, 0.93548, -1.19933], [-1.56366, 0.83237, -1.20677], [-2.24542, 1.42311, -1.99842], [0.87830, -1.52105, 2.34075], [1.96047, -0.67894, 1.52100], [-0.83113, -0.50562, 0.84940], [0.05026, -1.80163, 0.19209], [0.16382, 1.75721, -1.67364], [-2.00945, 0.23418, -0.41674]],
  "forces_ev_per_a": [[0.4896, -0.6881, -0.6314], [-0.7264, 0.2253, 0.2214], [-0.6254, 0.8523, 1.1933], [0.4965, -0.2424, -0.5562], [-0.1801, -0.4239, 0.1872], [-0.0194, 0.2351, -0.1929], [-0.0689, 0.2224, -0.1410], [-0.1710, 0.0222, 0.2245], [-0.0602, 0.2837, 0.1292], [-0.0147, 0.1519, 0.0043], [0.5414, -0.0195, -0.2496], [0.3085, -0.2030, -0.3021], [0.0303, -0.4159, 0.1133]],
  "nbo_charge": [-0.81, -0.33, 0.69, -0.56, -0.66, 0.54, -0.55, 0.35, 0.37, 0.19, 0.20, 0.43, 0.12],
  "lumo_ev": 0.77,
  "molar_mass_g_mol": 102.09,
  "e_above_lowest_kcal_mol": 29.3,
  "smiles": "NCC(=O)NC=O"
}

=====

Which formula does entry 2 have? C3H6N2O2

=====

Please write out number 2 again, unchanged.
{
  "formula": "C3H6N2O2",
  "method": "ωB97M-V/def2-TZVPD",
  "species": ["N", "C", "C", "O", "N", "C", "O", "H", "H", "H", "H", "H", "H"],
  "positions_angstrom": [[0.98363, -0.66230, 1.81433], [0.18758, -0.78962, 0.58909], [0.73037, 0.21327, -0.42965], [1.87871, 0.56353, -0.38212], [-0.18349, 0.93548, -1.19933], [-1.56366, 0.83237, -1.20677], [-2.24542, 1.42311, -1.99842], [0.87830, -1.52105, 2.34075], [1.96047, -0.67894, 1.52100], [-0.83113, -0.50562, 0.84940], [0.05026, -1.80163, 0.19209], [0.16382, 1.75721, -1.67364], [-2.00945, 0.23418, -0.41674]],
  "forces_ev_per_a": [[0.4896, -0.6881, -0.6314], [-0.7264, 0.2253, 0.2214], [-0.6254, 0.8523, 1.1933], [0.4965, -0.2424, -0.5562], [-0.1801, -0.4239, 0.1872], [-0.0194, 0.2351, -0.1929], [-0.0689, 0.2224, -0.1410], [-0.1710, 0.0222, 0.2245], [-0.0602, 0.2837, 0.1292], [-0.0147, 0.1519, 0.0043], [0.5414, -0.0195, -0.2496], [0.3085, -0.2030, -0.3021], [0.0303, -0.4159, 0.1133]],
  "nbo_charge": [-0.81, -0.33, 0.69, -0.56, -0.66, 0.54, -0.55, 0.35, 0.37, 0.19, 0.20, 0.43, 0.12],
  "lumo_ev": 0.77,
  "molar_mass_g_mol": 102.09,
  "e_above_lowest_kcal_mol": 29.3,
  "smiles": "NCC(=O)NC=O"
}